Record 1
The following is a quantum chemistry calculation of a molecular structure, C9H23NP at a distorted geometry, from OMol25.

The geometry in XYZ format:
```
34
Properties=species:S:1:pos:R:3
C -2.1940 1.3968 -1.5463
C 0.4539 -0.4154 -2.8755
C -1.2195 -2.3558 0.5685
C 1.7875 0.6393 1.5072
C 0.6787 2.7641 2.8141
C -1.8758 0.0068 -0.9157
C 0.5001 0.3170 -1.5518
C -0.3273 -1.7173 -0.4208
C 0.9610 1.9827 1.5145
N -0.4372 -0.2496 -0.5138
P -0.0585 0.4572 1.4017
H -1.8298 2.3258 -1.1656
H -1.9066 1.5434 -2.4997
H -3.2746 1.2400 -1.5049
H 1.0144 0.1275 -3.6211
H 0.7848 -1.3539 -2.7671
H -0.5246 -0.6062 -3.3028
H -0.9665 -2.0700 1.6016
H -2.2039 -1.9755 0.3723
H -1.2049 -3.3220 0.4000
H 2.0433 0.2165 2.3937
H -0.6259 -2.4012 3.8424
H 2.4107 0.4206 0.7522
H -0.0765 2.1849 3.2584
H 0.3754 3.7837 2.6624
H 1.6228 2.8140 3.3692
H -2.2047 -0.8126 -1.7397
H -2.5601 -0.1985 0.0128
H 0.2865 1.3774 -1.6140
H 1.5227 0.3095 -1.2321
H -0.5791 -2.1959 -1.4725
H 0.8176 -1.8526 -0.0557
H 1.1897 2.5342 0.6251
H -0.7030 -2.0098 4.5235
```

Output
* gap between HOMO and LUMO: 10.4 eV
* total charge: +1
* total energy: -20474.398 eV
* E_HOMO: -13.7 eV
* largest force on an atom: 5.30 eV Å⁻¹
* energy relative to the best compared isomer or geometry (same formula, charge and spin): 92.5 kcal/mol

Record 2
The following is a quantum chemistry calculation of a molecular structure, C9H24ClI2OP2Tl at a distorted geometry, from OMol25.

The geometry in XYZ format:
```
40
Properties=species:S:1:pos:R:3
I 0.6658 -1.5059 -0.8329
I 1.3540 1.2065 0.7075
Tl -3.6079 0.9152 0.1290
P 0.0326 -0.2216 -2.8069
C 1.5722 0.1510 -3.6740
C -1.0084 -1.2344 -3.8622
H -0.9557 -0.8184 -4.8780
H -0.6339 2.0107 -3.2502
H -2.0490 -1.2003 -3.5054
H -1.8895 1.1447 -2.3267
H 2.1398 -0.7740 -3.8332
H -0.6407 -2.2673 -3.8670
C -0.7973 1.3138 -2.4100
H 1.3222 0.6003 -4.6445
H -0.4074 1.7605 -1.4800
H 2.1704 0.8550 -3.0820
P -0.1683 0.4141 2.5164
C 0.8652 -0.0469 3.9165
C -1.2738 1.7639 2.9664
H -1.7304 -0.9158 1.1823
H -1.9252 -1.1179 2.9563
H -0.5667 -1.9121 2.0934
C -1.1985 -1.0171 2.1394
H -1.8762 2.0984 2.1053
H -1.9424 1.4165 3.7641
H 0.2284 -0.4425 4.7199
H 1.4042 0.8366 4.2826
H -0.6817 2.6091 3.3342
H 1.5854 -0.8169 3.5981
Cl -4.3094 1.1800 -2.3393
C 4.1911 -1.8696 0.0469
C 3.6200 -1.4566 1.3709
C 4.4065 -0.3669 2.0407
O 2.5800 -1.9287 1.8436
H 5.2336 -2.1780 0.1976
H 4.1870 -1.0234 -0.6548
H 3.6184 -2.7000 -0.3604
H 4.3697 0.5561 1.4441
H 4.0219 -0.1773 3.0406
H 5.4544 -0.6836 2.1120
```

Output
* gap between HOMO and LUMO: 7.6 eV
* total charge: +2
* total energy: -63751.742 eV
* E_HOMO: -15.0 eV
* largest force on an atom: 2.66 eV Å⁻¹
* energy relative to the best compared isomer or geometry (same formula, charge and spin): 0.0 kcal/mol

Record 3
The following is a quantum chemistry calculation of a molecular structure, C9H24ClINP2Pt at a distorted geometry, from OMol25.

The geometry in XYZ format:
```
39
Properties=species:S:1:pos:R:3
C 0.3062 -0.3892 -2.5619
I 0.9961 -3.9999 1.1816
H 0.0201 0.6178 -2.9017
H -0.4844 -1.1367 -2.6518
H 1.4048 -0.5077 -2.5999
Pt -0.3687 0.8567 0.8327
P -2.4132 -0.0853 0.2808
C -2.3494 -1.7872 -0.4227
C -3.1064 -0.3666 1.9136
H -4.0995 -0.8248 1.8495
H -4.4165 0.4636 -0.8918
H -3.1365 0.5831 2.4414
H -3.4001 1.9121 -0.4579
H -1.7669 -2.4328 0.2023
H -2.4064 -0.9681 2.5131
C -3.4259 0.9021 -0.8296
H -3.3731 -2.1173 -0.5556
H -2.9355 0.9026 -1.7883
H -1.8276 -1.7929 -1.3569
P 1.8184 1.5914 0.7447
C 3.0390 0.3482 0.1641
C 2.0201 3.0756 -0.2387
H 1.3919 2.3654 2.9500
H 3.1536 2.0377 2.6918
H 1.9196 0.7240 2.9845
C 2.1304 1.6970 2.5128
H 1.2202 3.7422 0.0355
H 3.0241 3.4508 -0.0671
H 4.0129 0.8159 0.2292
H 2.8091 0.0446 -0.8367
H 1.8644 2.7897 -1.2666
H 2.9491 -0.5513 0.7349
Cl -1.3154 3.0361 1.0140
C 1.2902 -2.8327 -1.2964
C 0.8078 -1.6204 -0.6183
N 0.4054 -0.9405 0.2480
H 0.8439 -3.0877 -2.2544
H 1.0421 -3.6576 -0.6374
H 2.3558 -2.8578 -1.2907
```

Output
* <S²>: 6.0215
* gap between HOMO and LUMO (spin up / spin down): 8.2 / 4.2 eV
* total charge: +3
* total energy: -53625.306 eV
* multiplicity: 5
* E_HOMO (spin up / spin down): -18.9 / -19.5 eV
* largest force on an atom: 3.50 eV Å⁻¹
* energy relative to the best compared isomer or geometry (same formula, charge and spin): 0.0 kcal/mol

Record 4
The following is a quantum chemistry calculation of a molecular structure, C9H24MgO7S4 at a distorted geometry, from OMol25.

The geometry in XYZ format:
```
45
Properties=species:S:1:pos:R:3
Mg 6.8030 10.6104 23.2092
C 5.4765 12.2778 23.0516
O 4.9114 11.1418 23.0190
O 6.3863 12.2626 22.1769
O 6.1900 12.1854 24.0267
C 4.1762 7.8610 23.7563
S 4.7558 6.2545 23.1176
O 6.0356 6.0023 23.9464
C 3.4996 5.2674 23.9646
H 4.4724 7.9608 24.8005
H 3.1087 8.0446 23.6344
H 4.6601 8.7291 23.3086
H 3.3144 5.5167 25.0094
H 3.6642 4.1918 23.8997
H 2.5732 5.3981 23.4053
C 8.1797 10.2200 26.8305
S 7.0918 8.9590 26.0447
O 6.8780 9.3929 24.6192
C 8.3369 7.5376 25.9820
H 8.2958 9.9717 27.8855
H 7.7888 11.2250 26.6717
H 9.1883 10.2319 26.4173
H 7.9530 6.6819 25.4266
H 8.5641 7.2049 26.9948
H 9.3390 7.7704 25.6219
C 9.7674 12.8491 24.6895
S 9.9559 11.5669 23.3477
O 8.6527 10.7965 23.3119
C 9.9150 12.7118 21.8938
H 10.6753 13.4470 24.7696
H 9.5243 12.3148 25.6079
H 9.0036 13.5512 24.3551
H 9.8443 12.1377 20.9699
H 10.7086 13.4573 21.8451
H 9.0059 13.3093 21.9621
C 8.5828 7.3322 22.2900
S 7.3399 8.1273 21.1192
O 6.6675 9.2331 21.9337
C 8.4884 9.1604 20.0927
H 9.0218 6.4072 21.9161
H 8.0265 6.9616 23.1509
H 9.4023 8.0004 22.5548
H 9.5072 8.7734 20.0708
H 8.5348 10.1787 20.4787
H 8.1572 9.2861 19.0619
```

Output
* gap between HOMO and LUMO: 5.0 eV
* total charge: 0
* total energy: -72833.882 eV
* E_HOMO: -4.9 eV
* largest force on an atom: 16.64 eV Å⁻¹
* energy relative to the best compared isomer or geometry (same formula, charge and spin): 0.0 kcal/mol

Record 5
The following is a quantum chemistry calculation of a molecular structure, C9H24O9S3Sn at a distorted geometry, from OMol25.

The geometry in XYZ format:
```
46
Properties=species:S:1:pos:R:3
Sn 0.2718 0.2581 1.5381
O -0.9976 -3.4173 3.9919
S -0.7586 -3.6849 2.5737
O -0.2209 -2.5983 1.7120
O 0.0935 -5.0513 2.3781
C 1.5410 -4.9232 2.5092
C 2.0005 -4.9668 3.9357
C -2.3806 -4.1978 1.7943
H 1.9856 -4.0489 2.0338
H 1.8428 -5.8012 1.9382
H 1.8569 -3.9988 4.4158
H 3.0594 -5.2181 3.9951
H 1.4436 -5.7199 4.4933
H -3.1044 -3.3843 1.8432
H -2.8742 -5.0752 2.2121
H -2.2246 -4.4137 0.7373
O -3.2645 -2.7718 -0.6589
S -2.8502 -1.4141 -1.0839
O -1.7084 -0.7133 -0.4406
O -2.5024 -1.4838 -2.7070
C -2.2120 -0.2079 -3.2909
C -2.9398 -0.0890 -4.5495
C -4.3903 -0.2942 -1.1652
H -1.1480 -0.1069 -3.5051
H -2.5265 0.6732 -2.7316
H -4.0276 -0.1238 -4.4895
H -2.5050 -0.8552 -5.1914
H -2.5674 0.8757 -4.8942
H -4.0900 0.7442 -1.3056
H -5.0210 -0.3644 -0.2790
H -4.9354 -0.5829 -2.0638
O 3.9554 4.2790 1.9266
S 3.2004 3.5570 0.8881
O 2.3433 2.3348 1.1353
O 2.2365 4.6362 0.0397
C 2.7174 5.8938 -0.4492
C 1.6900 6.8880 -0.8928
C 4.3873 3.0424 -0.4358
H 3.2487 5.6505 -1.3693
H 3.3404 6.4450 0.2551
H 1.1494 7.2051 -0.0010
H 0.9479 6.4637 -1.5691
H 2.1887 7.7068 -1.4115
H 5.0552 3.9038 -0.4315
H 3.8261 2.8213 -1.3437
H 4.8675 2.1283 -0.0866
```

Output
* <S²>: 0.7526
* gap between HOMO and LUMO (spin up / spin down): 6.1 / 9.2 eV
* total charge: +1
* total energy: -66476.279 eV
* multiplicity: 2
* E_HOMO (spin up / spin down): -10.6 / -13.6 eV
* largest force on an atom: 3.76 eV Å⁻¹
* energy relative to the best compared isomer or geometry (same formula, charge and spin): 0.2 kcal/mol

Record 6
The following is a quantum chemistry calculation of 4 unconnected molecules or ions with the total composition C9H25BNO5S at a distorted geometry, from OMol25.

The geometry in XYZ format:
```
42
Properties=species:S:1:pos:R:3
C 2.6327 4.0651 1.6670
C 2.2372 2.9423 0.4928
B 1.6812 1.6244 1.3077
O 2.6929 0.5403 1.5671
S -0.0554 1.3675 1.9741
O -0.8282 2.8882 2.2744
C -1.1714 3.4428 0.9228
N -1.0756 4.2016 -0.1447
H 1.8817 4.9638 1.6031
H 2.5162 3.5970 2.7585
H 3.7589 4.4258 1.5789
H 3.2312 2.7538 -0.1191
H 1.4628 3.4032 -0.2755
H 3.5330 1.0836 1.7751
H -0.8551 0.7023 0.9945
C -0.7602 -2.6589 -1.4466
C -0.4655 -1.3057 -2.0599
O -0.1732 -0.3635 -1.0386
H -1.6077 -2.5922 -0.7565
H -0.9921 -3.3958 -2.2207
H 0.0964 -3.0156 -0.8654
H -1.3316 -0.9430 -2.6213
H 0.3889 -1.3613 -2.7414
H 0.6024 -0.6906 -0.5513
C -1.4013 -2.3417 -6.9671
C -0.6990 -1.4939 -5.9269
O -0.3980 -2.2798 -4.7832
H -2.3256 -2.7638 -6.5593
H -1.6445 -1.7493 -7.8537
H -0.7718 -3.1853 -7.2685
H -1.3399 -0.6649 -5.6124
H 0.2328 -1.0786 -6.3229
H 0.1783 -3.0083 -5.0717
C -0.5806 -0.0341 5.5906
C -1.5463 -1.2009 5.6095
O -1.0161 -2.2566 6.3973
H 0.3882 -0.3431 5.1846
H -0.9726 0.7868 4.9836
H -0.3978 0.3339 6.6055
H -1.7091 -1.5796 4.5962
H -2.5134 -0.9032 6.0263
H -0.8831 -1.9125 7.2973
```

Output
* gap between HOMO and LUMO: 5.9 eV
* total charge: +1
* total energy: -32964.307 eV
* E_HOMO: -12.4 eV
* largest force on an atom: 11.87 eV Å⁻¹